No. 1
This record from OMol25 describes C31H24N8O2SV as an isolated structure. The level of theory is ωB97M-V/def2-TZVPD.

ORCA input file:
```
! wB97M-V def2-TZVPD RIJCOSX def2/J DEFGRID3
* xyz 1 3
V -0.10 0.05 -0.16
O 1.53 -0.75 -0.62
C 2.32 -0.77 -1.68
C 3.65 -1.20 -1.55
C 4.49 -1.26 -2.64
C 4.03 -0.90 -3.92
C 2.73 -0.48 -4.06
C 1.86 -0.40 -2.96
C 0.52 0.07 -3.16
N -0.33 0.30 -2.22
N -1.57 0.78 -2.61
C -2.17 1.32 -1.59
O -1.60 1.36 -0.41
C -3.52 1.88 -1.77
C -4.24 2.29 -0.65
C -5.53 2.80 -0.80
C -6.09 2.90 -2.06
C -5.37 2.49 -3.18
C -4.09 1.98 -3.04
H 3.98 -1.48 -0.56
H 5.51 -1.58 -2.51
H 4.69 -0.95 -4.77
H 2.35 -0.20 -5.04
H 0.17 0.27 -4.17
H -3.80 2.19 0.33
H -6.08 3.11 0.08
H -7.09 3.30 -2.18
H -5.81 2.58 -4.16
H -3.52 1.66 -3.90
N 0.69 3.66 1.92
C 0.04 2.68 1.32
N 0.40 1.42 1.37
C 1.53 1.08 2.15
N 1.81 -0.14 2.44
N 0.91 -1.08 1.93
C 1.34 -2.26 2.17
C 0.69 -3.52 1.80
C 1.51 -4.64 1.66
C 0.93 -5.85 1.32
C -0.44 -5.91 1.16
C -1.18 -4.75 1.36
N -0.64 -3.58 1.67
C 2.40 2.15 2.63
C 3.64 1.92 3.21
C 4.40 2.97 3.68
C 3.92 4.28 3.58
C 2.69 4.52 3.01
C 1.94 3.46 2.53
H 0.34 4.61 1.82
H -0.85 2.92 0.75
H 2.31 -2.34 2.67
H 2.57 -4.56 1.81
H 1.54 -6.74 1.19
H -0.94 -6.84 0.91
H -2.26 -4.77 1.28
H 3.99 0.90 3.28
H 5.37 2.78 4.12
H 4.51 5.10 3.96
H 2.31 5.54 2.93
S -3.88 -2.07 1.14
C -3.61 -2.36 -0.52
C -2.41 -1.85 -0.89
N -1.73 -1.22 0.13
C -2.39 -1.26 1.26
H -4.33 -2.87 -1.13
H -1.99 -1.88 -1.88
H -2.03 -0.85 2.18
*
```

Results
F_max ... 0.651 eV/Å
Gap between HOMO and LUMO (spin up / spin down) ... 7.5 / 7.5 eV
Total energy ... -85072.435 eV
Energy above the lowest of the compared OMol25 structures with the same formula, charge and spin ... 119.7 kJ/mol
LUMO level (spin up / spin down) ... -2.89 / -2.89 eV

=====

No. 2
This record from OMol25 describes C31H25AuF3N2O3P2S as an isolated structure in a non-equilibrium geometry. The level of theory is ωB97M-V/def2-TZVPD.

ORCA input file:
```
! wB97M-V def2-TZVPD RIJCOSX def2/J DEFGRID3
* xyz -1 1
Au -2.39 -0.30 0.39
F -8.04 -2.46 3.21
C -6.73 -2.11 3.30
F -6.68 -1.10 4.18
F -6.11 -3.17 3.86
C -6.17 -1.75 1.95
C -7.00 -1.82 0.85
C -6.53 -1.50 -0.42
C -5.22 -1.11 -0.52
N -4.40 -1.03 0.53
C -4.81 -1.35 1.80
S -3.69 -1.27 3.07
H -8.03 -2.13 0.99
H -7.16 -1.55 -1.29
H -4.77 -0.85 -1.47
C 0.33 0.96 -1.07
P -0.29 0.45 0.57
C -0.09 1.77 1.80
C 0.74 2.87 1.66
C 0.84 3.81 2.69
C 0.10 3.64 3.85
C -0.74 2.55 3.99
C -0.85 1.62 2.97
C 0.81 -0.87 1.17
C 1.78 -0.67 2.14
C 2.52 -1.75 2.61
C 2.29 -3.02 2.11
C 1.32 -3.22 1.14
C 0.57 -2.16 0.67
P 1.86 1.92 -1.44
C 2.05 1.55 -3.23
C 1.11 0.90 -4.02
C 1.35 0.67 -5.37
C 2.53 1.10 -5.95
C 3.47 1.77 -5.18
C 3.23 1.99 -3.84
C 3.22 0.89 -0.78
C 4.15 1.49 0.05
C 5.25 0.78 0.52
C 5.41 -0.55 0.16
C 4.47 -1.16 -0.66
C 3.39 -0.45 -1.14
H -0.50 1.52 -1.51
H 0.33 -0.01 -1.58
H 1.32 3.01 0.76
H 1.49 4.67 2.57
H 0.18 4.37 4.64
H -1.34 2.43 4.89
H -1.54 0.79 3.05
H 1.96 0.32 2.54
H 3.28 -1.59 3.36
H 2.87 -3.86 2.49
H 1.13 -4.22 0.76
H -0.20 -2.31 -0.07
H 0.18 0.53 -3.61
H 0.60 0.14 -5.94
H 2.71 0.92 -7.00
H 4.40 2.11 -5.63
H 3.98 2.51 -3.24
H 4.03 2.54 0.32
H 5.98 1.26 1.16
H 6.26 -1.11 0.53
H 4.59 -2.21 -0.93
H 2.67 -0.93 -1.79
O -1.50 -1.07 -4.09
N -1.89 -1.11 -2.91
O -1.18 -1.65 -2.03
O -2.89 -0.45 -2.57
*
```

Results
F_max ... 1.543 eV/Å
Gap between HOMO and LUMO ... 7.1 eV
Total energy ... -82934.209 eV
Energy above the lowest of the compared OMol25 structures with the same formula, charge and spin ... 0.0 kJ/mol
LUMO level ... 2.41 eV

=====

No. 3
This record from OMol25 describes C31H25BrMoN3O7S2 as an isolated structure in a non-equilibrium geometry. The level of theory is ωB97M-V/def2-TZVPD.

ORCA input file:
```
! wB97M-V def2-TZVPD RIJCOSX def2/J DEFGRID3
* xyz -1 1
Mo -0.04 0.25 1.03
O -0.74 0.80 -0.52
C -0.59 1.16 -1.78
C -1.66 1.48 -2.61
C -1.44 1.82 -3.94
C -0.14 1.83 -4.46
C 0.93 1.54 -3.65
C 0.75 1.22 -2.28
C 1.81 0.98 -1.41
N 1.70 0.75 -0.10
C 2.97 0.44 0.53
C 2.75 0.46 2.03
N 1.54 -0.29 2.26
C 1.69 -1.47 2.85
C 0.62 -2.33 3.14
C 0.84 -3.61 3.70
C -0.22 -4.44 3.99
C -1.52 -4.01 3.76
C -1.77 -2.76 3.21
C -0.72 -1.92 2.88
O -0.90 -0.75 2.30
H -2.65 1.50 -2.20
H -2.27 2.08 -4.57
H 0.02 2.09 -5.49
H 1.94 1.56 -4.05
H 2.82 1.01 -1.82
H 3.75 1.16 0.23
H 3.27 -0.57 0.21
H 2.60 1.49 2.38
H 3.61 0.02 2.56
H 2.69 -1.80 3.13
H 1.86 -3.93 3.87
H -0.03 -5.42 4.39
H -2.35 -4.66 4.01
H -2.78 -2.43 3.02
Br 2.95 7.76 0.21
C 2.10 6.24 0.99
C 1.59 5.25 0.16
C 1.02 4.13 0.73
C 0.97 3.99 2.12
C 1.47 5.01 2.93
C 2.03 6.14 2.37
C 0.48 2.73 2.74
O 0.58 2.50 3.94
O 0.02 1.85 1.89
H 1.63 5.35 -0.91
H 0.61 3.34 0.11
H 1.42 4.90 4.01
H 2.42 6.93 3.00
S -2.85 1.01 1.49
C -3.46 1.90 0.26
N -3.97 2.50 -0.59
C -3.95 -3.50 -3.95
C -2.69 -3.30 -3.15
C -2.55 -3.87 -1.89
C -1.39 -3.69 -1.16
C -0.36 -2.95 -1.70
C -0.48 -2.36 -2.94
C -1.64 -2.55 -3.67
S 0.96 -2.50 -0.61
O 1.39 -3.64 0.17
O 2.01 -1.84 -1.34
O 0.17 -1.53 0.23
H -4.78 -3.76 -3.30
H -3.81 -4.32 -4.66
H -4.20 -2.61 -4.50
H -3.37 -4.44 -1.47
H -1.26 -4.10 -0.17
H 0.33 -1.75 -3.30
H -1.75 -2.08 -4.64
*
```

Results
F_max ... 5.058 eV/Å
Gap between HOMO and LUMO (spin up / spin down) ... 5.8 / 5.8 eV
Total energy ... -144928.383 eV
LUMO level (spin up / spin down) ... 1.92 / 1.93 eV